# 1
ORCA calculation (wB97M-V/def2-TZVPD) on a 2-piece molecular cluster, C6H6BrIS overall.

As for the orbital gap: 7.99 eV. The relative energy (zero: lowest compared OMol25 entry of this formula, charge and spin) comes out at 279.81 kJ/mol. As for the net charge: 0. The spin multiplicity is 1.

Each line ends with the Löwdin charge.
Element x y z (Å)
I 1.5934 3.0876 0.4953  0.866
Br 3.6651 -1.2836 -0.0219  0.204
S 2.0907 -2.6580 0.7862  0.414
C 1.5491 0.8690 -1.8582  -0.039
C 1.5062 1.6541 -0.9441  -0.794
C -2.0648 -0.1136 -0.1519  -0.114
C -1.1755 0.0503 1.0180  -0.295
C 0.7187 -1.6630 0.8128  -0.559
C -0.1970 -0.9963 1.1852  -0.116
H -1.5986 0.3798 1.9543  0.111
H -1.5183 -0.3749 -1.1079  0.103
H -2.6214 0.7740 -0.4224  0.072
H 1.2176 0.2732 -2.6058  0.000
H -0.4527 0.8859 0.6339  0.074
H -2.7124 -0.8844 0.2266  0.072

---

# 2
ORCA calculation (wB97M-V/def2-TZVPD) on one molecule with the formula C3H5N3.

As for the orbital gap: 9.50 eV. The relative energy (zero: lowest compared OMol25 entry of this formula, charge and spin) comes out at 191.48 kJ/mol. As for the net charge: 0. The spin multiplicity is 1.

Each line ends with the Löwdin charge.
Element x y z (Å)
N -1.6377 -0.6649 -0.1323  0.049
N 0.0686 2.2690 0.8365  0.169
N 2.0268 -0.5342 -0.1832  0.075
C 0.8379 -0.9904 -0.1366  -0.226
C -0.1136 1.1564 0.3653  -0.110
C -0.3281 -0.1100 0.0298  -0.342
H 2.6981 -1.2968 -0.2623  0.040
H 0.5675 -2.0528 -0.2061  0.111
H 0.2585 3.0125 0.1654  0.081
H -2.0332 -0.4696 -1.0460  0.077
H -2.2824 -0.3279 0.5728  0.077

---

# 3
ORCA calculation (wB97M-V/def2-TZVPD) on a 2-piece molecular cluster, C18H36FN3O3PS2 overall.

As for the orbital gap: 4.73 eV. As for the net charge: -1. The spin multiplicity is 1.

Each line ends with the Löwdin charge.
Element x y z (Å)
S -4.3099 -2.1989 -1.3933  0.637
S -2.4785 -0.0286 -0.2582  0.835
P 2.1046 -0.3158 0.1442  0.823
F 2.9290 -6.3643 0.3791  -0.786
O 4.1264 1.0101 -4.3044  0.081
O 4.8290 -0.9449 -1.5298  0.107
O 5.2072 1.2149 -2.2658  0.007
N 1.3686 3.1205 1.2414  0.089
N 0.8434 -1.5804 0.4597  -0.254
N -5.2684 -0.0506 0.1228  -0.266
C -5.2267 2.4561 -0.2219  -0.109
C 3.3137 2.5989 2.6916  -0.079
C 4.2648 1.6768 -3.2584  -0.396
C 1.2926 -2.5514 1.5027  -0.315
C -0.1098 0.6510 -1.5583  -0.279
C -6.3283 -0.9939 0.5863  -0.280
C -7.0423 -0.2692 1.8569  -0.102
C 4.5622 0.2535 -1.3814  -0.385
C -5.7964 1.0300 -0.7695  -0.220
C -1.3756 -0.3237 -1.7197  -0.470
C 3.5304 -3.9301 1.5550  -0.182
C 1.6327 0.5861 1.7436  -0.216
C -4.1361 -0.7740 -0.5175  -1.022
C 2.0317 2.1292 1.8180  -0.423
C 2.0163 -3.8707 0.9335  -0.246
C 3.5819 0.8410 -0.2350  -0.223
C 1.3177 -0.0881 -1.5616  -0.248
C 3.4328 3.0343 -3.0864  -0.004
H -5.7994 -1.9070 1.0292  0.110
H -6.2300 0.1539 2.5587  0.083
H 3.0694 -1.3947 0.2762  0.081
H 3.1407 3.4611 -4.1009  0.094
H -7.6370 0.6470 1.5012  0.067
H -4.6327 2.3066 0.7527  0.072
H -5.2799 0.8853 -1.7909  0.115
H -0.1383 1.4151 -2.4133  0.113
H 4.2853 -4.3209 0.7783  0.066
H 2.4672 2.7571 -2.5371  0.073
H 1.9695 -2.1135 2.3124  0.072
H -0.2300 1.2011 -0.5670  0.048
H 3.5606 -4.6048 2.4777  0.064
H -1.1206 -1.4135 -1.9233  0.090
H 1.1428 -1.1491 -1.9785  0.109
H 1.5290 -4.8520 1.2816  0.088
H 0.3386 -2.9126 2.0455  0.113
H -6.0675 3.2018 -0.0013  0.064
H -4.4684 2.9187 -0.9586  0.070
H 0.5617 2.7043 0.7472  0.020
H 2.1016 0.0529 2.6529  0.104
H 4.0608 1.7308 2.7786  0.070
H -7.0772 -1.2502 -0.2354  0.113
H 2.9692 2.9396 3.7307  0.082
H -6.9301 1.0122 -0.8446  0.120
H 3.2408 1.8614 -0.6568  0.078
H 3.7903 3.4659 2.1213  0.078
H 2.1598 -3.8777 -0.1991  0.099
H 0.4959 0.5384 1.9375  0.103
H 3.9155 -2.9019 1.8805  0.030
H 3.9576 3.8226 -2.4570  0.092
H -7.6843 -1.0084 2.4451  0.071
H -1.9539 0.0476 -2.6481  0.088
H 1.9730 0.4417 -2.3313  0.068
H -0.0640 -1.1481 0.6792  0.015
H 4.2710 0.9716 0.6831  0.104

---

# 4
ORCA calculation (wB97M-V/def2-TZVPD) on a 4-piece molecular cluster, C34H61BNO19P5 overall.

As for the orbital gap: 7.79 eV. As for the net charge: 0. The spin multiplicity is 1.

Each line ends with the Löwdin charge.
Element x y z (Å)
P 0.2011 -2.6078 5.8226  0.929
P 2.3928 4.6327 -1.4277  0.578
P -2.9277 2.8016 -7.5699  0.618
P 3.4682 0.6864 3.8293  0.509
P 1.0689 -8.3467 1.8730  0.572
O 2.6068 -7.9022 1.5168  -0.238
O -4.4896 2.7394 -8.0590  -0.236
O 2.7849 4.5953 0.0077  -0.220
O 0.2215 -7.9921 0.5164  -0.215
O -0.0451 -3.4008 4.3884  -0.271
O -2.6897 1.2148 -7.8804  -0.234
O -3.3122 -3.2298 7.9165  0.143
O 3.1021 -0.7870 3.3043  -0.141
O 0.7759 -6.9545 2.6534  -0.218
O -2.9517 4.1441 -6.9085  -0.219
O 4.1020 0.6042 5.3125  -0.133
O 1.7664 -2.0681 5.7913  -0.262
O -2.0861 3.2457 -8.9245  -0.237
O -2.6013 2.7943 3.8789  0.145
O 1.0236 3.7348 -1.3482  -0.235
O 1.2264 -9.8250 1.7967  -0.221
O 0.3577 -0.6951 3.2707  0.137
O 2.5956 4.3008 -3.0052  -0.219
O 1.8585 6.1703 -1.6232  -0.216
N 4.5189 1.3134 2.8759  -0.153
C 0.1411 0.1833 4.0582  -0.287
C -5.4819 4.9332 -8.4382  -0.072
C 3.7191 7.1470 -2.9022  -0.083
C -2.8807 0.9031 6.1465  0.027
C 2.4419 3.1985 3.9076  -0.051
C 0.0370 -1.7462 9.1660  -0.126
C 0.0873 2.1765 -8.4910  -0.084
C 1.5122 4.2168 4.0036  -0.040
C -0.9828 -2.8708 8.8972  -0.187
C 1.4126 -5.2597 0.9027  -0.070
C 2.8327 7.2186 -1.6708  -0.278
C -1.9938 -7.5031 1.4671  -0.084
C -5.4628 3.6744 -7.5935  -0.277
C -3.4302 1.0638 -10.2834  -0.079
C 0.6272 3.0804 -0.1440  -0.264
C 0.3660 4.9931 -3.9457  -0.072
C -0.2383 2.6028 4.1657  -0.107
C -2.0116 -1.2622 6.8820  -0.101
C 0.1603 3.9262 4.1516  -0.014
C 2.0724 1.8466 3.9286  -0.166
C 0.7065 1.5767 4.0424  -0.069
C 1.4644 -5.7191 2.3420  -0.245
C 3.6522 -8.8605 1.3664  -0.280
C -1.8381 0.9885 5.2338  -0.081
C 3.7181 -9.4043 -0.0472  -0.073
C -0.6768 3.4529 -8.8018  -0.281
C -2.9437 -0.2232 6.9443  -0.011
C -1.1713 -8.3227 0.4875  -0.276
C 1.4935 3.9879 -3.8854  -0.251
C -0.1750 3.9971 0.7561  -0.056
C -0.9108 -0.0423 5.1372  -0.069
C -1.6733 2.1972 4.3512  -0.286
C -0.9692 -1.1941 5.9355  -0.211
C -3.4409 0.4937 -8.8830  -0.250
B -2.1501 -2.4931 7.8805  -0.468
H -6.4364 3.1836 -7.6449  0.117
H -0.4895 4.2073 -8.0312  0.106
H 0.3848 -5.1147 0.5695  0.076
H -1.7116 -7.7146 2.5008  0.068
H 2.3064 -2.8602 5.6694  0.059
H 2.4928 -5.7872 2.6922  0.113
H 2.2781 8.1565 -1.6721  0.117
H -0.3396 3.8589 -9.7552  0.117
H -4.4592 0.3514 -8.5271  0.112
H -6.0845 5.7100 -7.9663  0.078
H 0.7246 5.9724 -4.2633  0.076
H 4.3855 -10.2651 -0.1036  0.077
H 1.9517 -4.3156 0.8045  0.086
H -0.3915 4.6487 -4.6537  0.077
H -0.1398 5.1280 -2.9934  0.068
H 0.2852 4.9778 0.8801  0.080
H -3.7554 -0.3182 7.6599  0.123
H 0.0213 2.2165 -0.4244  0.120
H 2.7403 -9.7036 -0.4228  0.073
H -1.4305 -3.1456 9.8619  0.102
H -5.9000 4.7160 -9.4236  0.076
H -3.6040 1.7075 6.2032  0.129
H -1.1615 4.1814 0.3237  0.083
H -3.8724 2.0546 -10.3434  0.067
H 1.9422 3.9162 -4.8780  0.118
H 4.3927 8.0040 -2.9408  0.079
H -0.4166 -3.7388 8.5455  0.083
H -0.1873 1.7736 -7.5132  0.066
H 1.8098 5.2578 3.9881  0.117
H -1.5138 -8.1314 -0.5288  0.118
H 1.1196 2.9951 -3.6441  0.113
H -0.9943 -3.4150 4.2061  0.068
H -2.9814 -0.4957 -8.9120  0.121
H -4.4834 5.3324 -8.6121  0.073
H -0.5897 4.7019 4.2555  0.132
H 3.5451 -9.6640 2.0933  0.104
H -0.1348 1.4068 -9.2298  0.075
H 0.6919 -2.0772 9.9808  0.072
H 3.4865 3.4720 3.8141  0.110
H -5.3010 3.9069 -6.5422  0.106
H 3.1144 7.1271 -3.8088  0.075
H 0.9786 -4.9609 2.9567  0.088
H 1.1619 2.3645 -8.4832  0.078
H -4.0174 0.4188 -10.9405  0.085
H -1.2925 -9.3915 0.6864  0.112
H -3.0676 -4.1595 7.9959  0.111
H 0.7064 -1.5445 8.3274  0.040
H -0.4140 -0.8121 9.5102  0.077
H 4.0841 -8.6327 -0.7282  0.075
H 4.5908 -8.3591 1.6106  0.117
H 1.4946 2.6781 0.3787  0.104
H 4.6942 0.6572 2.1228  -0.015
H 4.3309 6.2424 -2.9022  0.069
H -2.4161 1.1354 -10.6753  0.076
H 3.3329 -1.4018 4.0150  0.058
H 3.4389 7.1888 -0.7607  0.111
H 3.4316 0.8047 5.9832  0.079
H -3.0556 -7.7280 1.3592  0.079
H -0.3027 3.5535 1.7386  0.046
H -1.8357 -6.4373 1.3014  0.074
H 1.8811 -5.9590 0.2147  0.067

---

# 5
ORCA calculation (wB97M-V/def2-TZVPD) on one molecule with the formula C24H27N3O4.

As for the orbital gap: 9.11 eV. The relative energy (zero: lowest compared OMol25 entry of this formula, charge and spin) comes out at 357.94 kJ/mol. As for the net charge: 0. The spin multiplicity is 1.

Each line ends with the Löwdin charge.
Element x y z (Å)
O 0.8305 0.9352 -3.0577  -0.074
O 0.3085 3.5503 -3.4850  -0.033
O 3.4750 0.5365 0.3742  0.059
O -0.1933 2.9473 -0.3451  0.045
N 0.2016 1.9526 0.4775  0.108
N 1.8002 -0.3088 1.6114  0.017
N 1.3797 -1.5428 4.1318  -0.247
C -1.8015 -2.1479 -0.2979  -0.082
C -0.4743 1.2764 -3.2269  -0.193
C 0.8193 3.2799 -1.1637  -0.220
C -1.7867 -3.4484 0.1771  -0.089
C -2.8473 0.8139 -3.3684  -0.274
C -0.3424 -1.4607 1.4927  -0.157
C 0.5236 -0.4598 3.6854  -0.134
C 1.1542 -0.4041 -2.7749  -0.061
C -0.7423 2.6418 -3.4308  -0.207
C -3.0948 2.1634 -3.5635  -0.047
C -3.9749 -0.1722 -3.3063  -0.052
C -1.0592 -3.7518 1.3144  -0.076
C 2.3106 0.5910 0.7463  -0.383
C 2.7196 -1.3600 3.6077  -0.167
C 0.4514 -0.3517 2.1547  -0.211
C -2.0476 3.0678 -3.5933  0.004
C 0.5360 4.2417 -2.2705  -0.099
C 1.3677 -1.6730 5.5718  -0.092
C 1.9010 2.5014 -0.8725  0.073
C 1.4475 1.6607 0.1779  -0.160
C 2.6633 -1.3722 2.0845  -0.102
C -1.5361 0.3825 -3.2056  0.022
C -1.0830 -1.1613 0.3538  -0.036
C -0.3424 -2.7652 1.9706  -0.038
H 1.7430 -0.7735 6.0842  0.088
H 2.2690 -2.3331 1.7398  0.129
H -4.1080 2.5127 -3.6927  0.110
H 1.9903 -2.5201 5.8562  0.085
H 2.8654 2.4880 -1.3303  0.132
H -1.1076 -0.1448 -0.0116  0.098
H 3.1664 -0.4095 3.9522  0.132
H 0.3477 -1.8617 5.9039  0.086
H -4.8254 0.1769 -3.8864  0.076
H -0.4853 -0.6342 4.0671  0.133
H 1.4001 4.8822 -2.4570  0.141
H 2.2297 -0.4140 -2.6048  0.100
H -0.0338 0.5972 1.9132  0.118
H 0.8793 0.5107 4.0803  0.133
H -1.0510 -4.7625 1.6961  0.102
H -1.3477 -0.6696 -3.0587  0.103
H 0.6464 -0.7626 -1.8724  0.082
H -2.3466 -4.2188 -0.3327  0.100
H 0.9119 -1.0619 -3.6156  0.100
H -2.2349 4.1195 -3.7508  0.123
H 3.6550 -1.2109 1.6590  0.123
H -4.3018 -0.2984 -2.2732  0.082
H 3.3482 -2.1831 3.9546  0.125
H -2.3824 -1.8994 -1.1738  0.086
H -3.6654 -1.1436 -3.6854  0.078
H -0.3369 4.8520 -1.9976  0.138
H 0.2105 -2.9999 2.8668  0.102

---

# 6
ORCA calculation (wB97M-V/def2-TZVPD) on C12H48F2FeN24O12 as an isolated structure.

As for the orbital gap (alpha / beta): 10.03 / 9.08 eV. The relative energy (zero: lowest compared OMol25 entry of this formula, charge and spin) comes out at 14.23 kJ/mol. As for the net charge: +1. The spin multiplicity is 6.

Each line ends with the Löwdin charge.
Element x y z (Å)
Fe 0.2179 -1.6708 -2.2424  1.086
F -0.1647 -0.3791 -0.8892  -0.397
F 0.6496 -3.3414 -3.0922  -0.417
O 2.7071 1.1515 -0.2775  -0.016
O -3.4677 -2.6811 2.0704  0.041
O -0.6769 -2.7945 -0.8664  -0.079
O -0.8197 -2.1401 4.3833  -0.004
O 1.2155 3.9597 -4.8012  0.005
O -1.6830 -1.5688 -2.9719  -0.062
O 2.0773 -3.9920 2.4852  0.007
O 0.5724 -0.6549 -3.9294  -0.070
O 2.1441 -1.2853 -1.7649  -0.149
O -1.0052 4.6317 -1.7427  0.071
O 0.6372 4.3533 4.7702  0.062
O -2.6272 2.7244 1.4313  -0.017
N -0.6198 2.3536 0.4644  0.197
N 4.3063 -0.7972 -1.6889  0.198
N -1.9809 -3.7315 -3.6894  0.211
N -5.2032 -3.5915 3.1597  0.146
N 3.4791 -2.1737 -3.4363  0.187
N 2.9373 5.4713 -4.4928  0.162
N -1.7971 3.3675 -3.4013  0.161
N 1.4439 5.7665 -6.2352  0.141
N 0.9854 1.0955 -5.2472  0.201
N 1.5207 -4.0425 4.7371  0.163
N -1.4138 3.4655 5.4493  0.127
N -3.6010 -2.1636 -3.9573  0.176
N 2.0219 0.2405 1.6778  0.188
N -2.9956 -4.1217 3.7760  0.156
N -0.3354 2.6927 3.5501  0.123
N -2.2224 0.7295 0.4259  0.207
N -1.5732 -0.2502 3.4916  0.191
N -0.7620 -3.4599 1.2410  0.215
N 1.2493 -3.5190 0.1051  0.214
N 0.1436 -0.1373 5.0535  0.164
N -3.1472 3.9009 -1.5840  0.152
N 1.2604 1.3043 -3.0648  0.239
N 3.6049 -4.8382 4.0154  0.147
N 2.8997 2.2778 1.7263  0.170
C 3.2977 -1.3337 -2.3574  -0.537
C -0.2936 3.6265 4.5496  -0.646
C -3.8192 -3.4061 2.9339  -0.656
C -2.3459 -2.4651 -3.5537  -0.594
C 0.8290 0.5708 -4.0412  -0.633
C -1.8593 1.9876 0.8052  -0.717
C -1.9087 4.0269 -2.1880  -0.713
C 1.8397 4.9621 -5.0997  -0.589
C 2.5669 1.2533 0.9426  -0.673
C 2.4033 -4.2850 3.6391  -0.552
C -0.0695 -3.2898 0.1017  -0.603
C -0.7349 -0.9253 4.3422  -0.639
H -4.2666 -2.8949 -4.0662  0.104
H -3.4997 2.9630 -1.8072  0.098
H 3.4625 3.0511 1.3637  0.131
H 1.5772 -3.2203 -0.8352  0.099
H 0.9505 -3.2348 4.6160  0.036
H -5.7936 -2.8248 2.8901  0.091
H 2.9635 5.2117 -3.5081  0.120
H 2.6008 -2.5313 -3.8712  0.108
H -0.0959 0.7814 5.3812  0.079
H 4.0091 -0.1435 -0.8756  0.134
H 0.5590 0.6064 -6.0441  0.141
H -1.0323 -4.0479 -3.6034  0.084
H -1.6650 -2.9956 1.3029  0.075
H 4.3730 -2.3175 -3.9168  0.123
H 0.8114 5.2520 -6.8337  0.093
H -1.5397 4.2332 6.0507  0.066
H -2.3093 3.0952 5.0680  0.106
H 1.7850 0.4285 2.6534  0.090
H -2.5046 -4.2595 -4.3418  0.108
H -5.5871 -4.2121 3.8477  0.087
H 1.7041 -3.6322 0.9801  0.018
H -3.0676 3.9355 -0.5624  0.082
H -1.2539 2.6307 3.0440  0.072
H -1.6814 0.2103 -0.1710  0.018
H 4.3317 -4.6123 3.3013  0.134
H 3.1885 6.4418 -4.6688  0.118
H -1.5481 0.7354 3.4320  0.038
H -0.2270 1.7690 -0.2575  0.078
H -3.1345 -3.9799 4.7605  0.097
H -2.2703 -0.8702 3.0498  0.098
H 1.3706 2.2804 -3.2950  0.097
H -3.1518 0.5349 0.7228  0.107
H 1.7106 -0.6128 1.2832  0.085
H -3.8633 -1.2374 -3.6060  0.129
H -2.4604 2.9820 -4.0148  0.079
H 3.8426 -4.8001 5.0013  0.103
H -0.9244 3.6449 -3.8408  0.066
H 1.3595 1.0435 -2.0938  0.073
H 0.8155 -0.5969 5.6499  0.101
H 2.0747 6.2388 -6.8163  0.068
H -2.0288 -3.8184 3.6684  0.059
H 0.4331 2.7614 2.8882  0.074
H -0.6979 3.3204 0.2355  0.089
H 3.0324 2.0797 2.7089  0.112
H 1.6731 -4.3109 5.6617  0.070
H -0.1767 -3.3302 2.0357  0.067
H 1.0225 2.0863 -5.3309  0.053
H 5.2465 -0.7079 -1.9487  0.097

---

no.,largest force on an atom (eV Å⁻¹)
1,4.24
2,0.71
3,4.49
4,7.29
5,1.17
6,4.71